1.
DFT (ωB97M-V/def2-TZVPD) results for C3H9NO6S as an isolated structure in a non-equilibrium geometry.

Each line ends with the Mulliken charge.
Cartesian coordinates (Å):
1 C -1.490 1.730 0.272  -1.10
2 C -0.250 0.841 0.177  0.28
3 C -0.937 -1.877 -1.667  0.77
4 N 0.594 1.396 -0.611  -0.28
5 O 1.560 -1.487 0.110  -0.66
6 O 2.163 -1.566 2.499  -0.53
7 O -0.378 -1.597 1.612  -0.47
8 O -1.515 -1.391 -0.672  -0.69
9 O -1.563 -1.843 -2.876  -0.49
10 O 0.287 -2.386 -1.725  -0.57
11 S 1.023 -0.831 1.356  0.79
12 H -2.355 1.146 -0.056  0.21
13 H -1.696 1.870 1.270  0.29
14 H -1.274 2.659 -0.287  0.35
15 H 1.602 -2.121 2.991  0.31
16 H 0.649 2.423 -0.893  0.21
17 H 1.368 0.758 -0.864  0.27
18 H -0.992 -1.404 0.873  0.48
19 H -1.082 -2.334 -3.665  0.36
20 H 0.891 -2.169 -0.849  0.46

Forces on the atoms, in the same order (eV/Å):
C 1.4 -1.1 -1.3
C -2.3 0.9 -0.5
C 0.5 0.3 0.5
N 2.4 0.3 -0.9
O 0.2 1.1 1.0
O -1.2 1.3 -1.9
O 1.8 -0.2 2.0
O 0.6 -1.2 -2.4
O 0.9 -1.3 -1.3
O -1.0 0.3 0.3
S 1.0 -0.8 -0.5
H 0.2 0.2 -0.6
H -0.4 0.9 2.4
H -0.8 -0.2 0.3
H -0.9 -1.6 1.5
H -0.4 -1.8 0.1
H 0.0 1.1 0.1
H 0.0 0.1 -1.0
H -0.9 1.4 2.9
H -1.2 0.2 -0.8

Its orbital gap is 8.99 eV. For the energy above the lowest of the compared OMol25 structures with the same formula, charge and spin, the calculation gives 1.598 eV. As for the total energy: -1024.00878 hartree.


2.
DFT (ωB97M-V/def2-TZVPD) results for a 8-piece molecular cluster, C7H30N6O10 overall in a non-equilibrium geometry.

Each line ends with the Mulliken charge.
Cartesian coordinates (Å):
1 C 14.812 15.626 12.432  -0.41
2 C 13.716 16.555 13.057  -0.38
3 O 12.371 16.456 12.568  -0.57
4 O 14.877 15.753 11.037  -0.57
5 H 14.739 14.543 12.527  0.51
6 H 15.769 15.936 12.854  0.13
7 H 14.002 17.597 13.201  0.27
8 H 13.511 16.239 14.079  0.41
9 H 11.724 16.695 13.235  0.32
10 H 14.021 15.418 10.759  0.27
11 C 21.591 17.841 12.436  -0.58
12 C 21.301 18.022 10.901  0.22
13 O 22.098 17.254 10.081  -0.52
14 O 21.269 16.525 12.885  -0.59
15 H 21.188 18.639 13.059  0.34
16 H 22.652 17.986 12.639  0.47
17 H 21.546 19.015 10.524  0.35
18 H 20.259 17.729 10.774  -0.29
19 H 21.876 16.342 9.878  0.29
20 H 22.058 16.052 13.160  0.30
21 C 15.719 19.542 8.223  0.61
22 O 14.855 18.789 8.606  -0.68
23 N 16.976 19.280 8.345  -0.25
24 N 15.503 20.638 7.608  -0.39
25 H 17.301 18.586 9.002  0.22
26 H 17.585 20.048 8.101  0.20
27 H 14.560 20.967 7.457  0.25
28 H 16.272 21.218 7.305  0.13
29 C 18.455 18.018 14.985  0.73
30 O 17.704 18.462 15.771  -0.13
31 N 19.627 17.458 15.249  -0.24
32 N 18.127 18.013 13.697  -0.05
33 H 20.299 17.140 14.565  0.21
34 H 19.824 17.177 16.199  0.25
35 H 18.775 17.635 13.020  0.15
36 H 17.272 18.421 13.348  0.11
37 C 16.101 12.549 9.557  0.64
38 O 15.110 12.116 10.048  -0.64
39 N 17.151 11.916 9.106  -0.31
40 N 16.397 13.821 9.404  -0.24
41 H 17.870 12.558 8.807  0.08
42 H 17.299 10.918 9.159  0.21
43 H 17.356 14.081 9.225  0.29
44 H 15.783 14.365 9.993  0.20
45 O 15.542 18.748 11.769  -0.70
46 H 16.114 18.013 11.548  0.17
47 H 15.146 19.002 10.935  0.33
48 O 17.368 17.255 10.237  -0.67
49 H 16.477 16.945 10.078  0.39
50 H 17.826 16.494 10.595  0.25
51 O 19.122 14.919 9.036  -0.64
52 H 19.937 14.448 8.860  0.27
53 H 19.282 15.805 8.711  0.31

Forces on the atoms, in the same order (eV/Å):
C -1.0 0.5 0.2
C -1.1 -0.8 2.3
O 0.6 -0.3 -1.9
O 0.2 0.8 -0.9
H -0.6 0.0 1.3
H 0.1 0.1 0.1
H 0.4 0.0 -0.9
H 1.2 -0.4 0.6
H 0.3 0.0 0.1
H -0.3 0.1 -0.7
C 1.9 0.4 -1.1
C -0.3 -0.6 1.3
O 1.6 -0.7 -0.8
O -1.1 0.3 0.4
H -0.9 -0.1 0.0
H 0.3 0.0 -0.5
H -0.6 0.4 0.7
H -0.4 0.5 -0.2
H -0.5 0.1 0.6
H 0.1 0.0 -0.2
C -1.5 -2.4 0.9
O -1.8 -1.3 1.3
N 5.0 -0.5 0.5
N -1.6 5.1 -2.7
H 0.0 0.2 -0.3
H 0.4 -0.6 0.3
H 0.3 -0.2 0.0
H -0.5 0.0 0.0
C 5.6 -3.7 -7.4
O -5.0 2.9 6.1
N 0.3 -0.2 2.5
N -0.7 0.6 -0.8
H -0.1 0.0 -0.9
H 0.0 0.2 0.1
H -0.1 -0.3 0.1
H -0.2 0.4 -0.1
C 0.6 -0.1 0.1
O -2.4 -1.2 1.1
N 3.1 -3.3 -1.4
N -1.3 4.1 0.5
H 0.3 -1.4 -0.2
H -0.1 0.3 -0.1
H -0.6 0.6 0.3
H 0.5 0.8 -0.3
O 0.4 0.3 1.1
H 0.0 -0.1 -0.4
H -0.3 0.1 -0.6
O 0.7 0.1 0.6
H -0.9 -0.5 -0.4
H 0.2 -0.5 -0.1
O 0.1 0.0 0.4
H 0.2 -0.3 -0.1
H -0.2 0.3 -0.3

Its orbital gap (spin up / spin down) is 8.36 / 1.99 eV. Its spin multiplicity is 2. Its net charge is +1. As for the total energy: -1365.29957 hartree.